{"formula": "C54H124N4O10", "method": "the ωB97M-V functional and the def2-TZVPD basis", "species": ["C", "C", "C", "C", "C", "C", "C", "C", "C", "N", "O", "H", "H", "H", "H", "H", "H", "H", "H", "H", "H", "H", "H", "H", "H", "H", "H", "H", "H", "H", "C", "C", "C", "C", "C", "C", "C", "C", "C", "N", "O", "H", "H", "H", "H", "H", "H", "H", "H", "H", "H", "H", "H", "H", "H", "H", "H", "H", "H", "H", "C", "C", "C", "C", "C", "C", "C", "C", "C", "N", "O", "H", "H", "H", "H", "H", "H", "H", "H", "H", "H", "H", "H", "H", "H", "H", "H", "H", "H", "H", "C", "C", "C", "C", "C", "C", "C", "C", "C", "N", "O", "H", "H", "H", "H", "H", "H", "H", "H", "H", "H", "H", "H", "H", "H", "H", "H", "H", "H", "H", "C", "C", "C", "O", "H", "H", "H", "H", "H", "H", "H", "H", "C", "C", "C", "O", "H", "H", "H", "H", "H", "H", "H", "H", "C", "C", "C", "O", "H", "H", "H", "H", "H", "H", "H", "H", "C", "C", "C", "O", "H", "H", "H", "H", "H", "H", "H", "H", "C", "C", "C", "O", "H", "H", "H", "H", "H", "H", "H", "H", "C", "C", "C", "O", "H", "H", "H", "H", "H", "H", "H", "H"], "coordinates": [[8.392220, -15.997160, 32.178280], [7.771160, -17.173050, 31.436070], [6.262460, -16.931280, 31.399840], [8.360160, -17.185660, 29.986310], [8.326730, -18.509350, 29.298180], [8.698530, -19.773800, 30.195740], [8.069950, -19.756730, 31.650110], [6.541080, -20.272120, 31.583910], [8.786690, -20.793930, 32.571380], [8.230240, -18.407610, 32.196410], [7.952890, -18.281400, 33.539880], [8.333900, -15.088830, 31.578580], [7.855790, -15.769400, 33.099400], [9.452860, -16.031330, 32.427250], [5.713090, -17.120740, 32.322010], [5.955190, -15.930410, 31.096610], [5.826180, -17.643320, 30.699300], [7.629720, -16.512880, 29.536940], [9.363120, -16.758860, 29.992000], [7.322140, -18.820540, 29.011730], [8.876210, -18.625750, 28.364030], [9.746980, -19.703780, 30.485510], [8.427600, -20.693110, 29.676530], [6.487470, -21.348670, 31.421830], [6.001620, -19.662820, 30.858770], [6.063160, -20.243740, 32.563130], [8.723030, -21.805290, 32.169900], [8.226430, -20.895880, 33.500790], [9.852200, -20.599990, 32.694680], [8.586010, -17.642820, 33.875990], [4.413740, -11.716320, 23.123140], [4.583500, -10.833050, 24.407810], [3.247200, -10.145620, 24.716660], [4.959600, -11.835730, 25.589880], [5.683860, -11.228110, 26.793150], [6.840380, -10.381560, 26.304880], [6.600200, -9.321410, 25.262150], [5.790580, -8.191590, 25.914600], [8.016870, -8.985890, 24.701930], [5.701090, -9.916140, 24.206120], [5.495130, -8.993350, 23.243800], [3.478740, -12.276140, 23.101320], [4.171250, -11.085040, 22.268280], [5.343070, -12.233090, 22.883570], [3.239080, -9.171070, 25.204800], [2.544370, -10.177650, 23.884130], [2.800980, -10.923360, 25.336430], [4.069130, -12.310730, 26.001630], [5.419200, -12.728400, 25.165590], [5.050280, -10.571060, 27.388930], [6.211550, -11.989580, 27.367430], [7.615210, -10.983560, 25.830170], [7.202770, -9.910020, 27.218350], [5.647070, -7.301680, 25.301770], [6.370150, -7.746870, 26.723570], [4.937280, -8.327910, 26.578980], [8.542520, -9.911660, 24.467980], [8.682590, -8.457250, 25.384180], [8.046360, -8.451040, 23.752630], [4.822230, -8.428820, 23.631250], [4.812700, -24.786450, 16.818960], [6.023130, -24.454010, 17.757560], [5.585130, -24.582020, 19.274350], [7.236000, -25.469720, 17.524240], [7.949440, -25.238910, 16.189060], [8.434410, -23.822900, 16.092900], [7.359830, -22.643040, 16.413030], [8.210460, -21.488110, 16.814660], [6.757900, -22.325550, 14.971120], [6.415940, -23.086610, 17.467620], [5.418170, -22.214770, 17.804580], [4.260870, -25.623030, 17.247600], [4.121820, -23.945620, 16.757410], [5.078200, -25.046230, 15.794200], [6.527040, -24.693850, 19.811370], [5.015440, -23.774130, 19.733570], [5.117520, -25.566620, 19.273970], [7.999970, -25.570320, 18.295170], [6.627430, -26.346530, 17.303020], [8.808370, -25.896420, 16.054810], [7.269770, -25.441410, 15.361330], [8.906520, -23.623100, 15.130980], [9.350270, -23.707950, 16.672630], [8.719150, -21.740130, 17.745150], [7.522230, -20.644740, 16.871040], [8.876370, -21.237280, 15.988980], [6.457760, -23.281490, 14.541950], [7.477220, -21.781350, 14.359130], [5.855460, -21.716520, 15.023860], [5.732010, -21.935770, 18.667860], [-0.509010, -16.938600, 27.726390], [-1.650610, -16.076800, 28.351280], [-2.957230, -15.838270, 27.587230], [-2.207420, -16.850900, 29.638270], [-1.336960, -16.746940, 30.847080], [-1.222360, -15.198110, 31.207080], [-0.581490, -14.374890, 29.999310], [-0.968540, -12.908830, 30.278250], [0.892330, -14.592660, 30.001130], [-1.179630, -14.712820, 28.673970], [-0.563190, -14.081930, 27.556180], [-0.891770, -17.888390, 27.352900], [0.051210, -16.512480, 26.894120], [0.163390, -17.362890, 28.472010], [-3.510770, -16.757030, 27.393340], [-3.664990, -15.208480, 28.126240], [-2.690240, -15.373520, 26.638120], [-3.184770, -16.470190, 29.934820], [-2.350940, -17.925450, 29.524960], [-1.746080, -17.377760, 31.636250], [-0.375610, -17.253200, 30.759870], [-0.516850, -15.011110, 32.016640], [-2.117210, -14.835230, 31.712700], [-0.404650, -12.251440, 29.616450], [-0.671220, -12.403710, 31.197240], [-2.018980, -12.659390, 30.128500], [1.411250, -14.047920, 29.212410], [1.163550, -15.618590, 29.752130], [1.521570, -14.311050, 30.845440], [-1.338720, -13.544460, 27.379370], [-3.042430, -14.713870, 21.696940], [-1.484050, -14.676600, 21.782950], [-0.915310, -15.804510, 20.915020], [-1.001050, -13.393850, 21.187080], [-3.439080, -14.181890, 22.561680], [-3.422170, -15.735570, 21.701280], [-3.518650, -14.293670, 20.811080], [-1.205390, -14.625650, 22.835500], [-1.196640, -16.782220, 21.306220], [0.143460, -15.848520, 20.659740], [-1.423760, -15.787360, 19.951020], [-1.650480, -12.717700, 21.393610], [0.660580, -26.119670, 25.751520], [0.919990, -26.432290, 24.247960], [-0.313730, -26.303450, 23.384390], [1.735840, -25.504050, 23.626750], [0.229040, -25.144160, 25.975700], [1.528380, -26.302720, 26.385170], [-0.091190, -26.785290, 26.175640], [1.410480, -27.405560, 24.231820], [-0.110860, -26.386530, 22.316670], [-0.926990, -25.415670, 23.538840], [-0.970360, -27.107280, 23.717250], [1.192380, -24.839920, 23.196420], [3.477240, -19.761340, 24.940700], [3.626880, -18.704330, 23.793600], [4.212760, -17.403940, 24.334910], [4.600970, -19.113340, 22.882620], [3.036960, -20.713140, 24.643500], [2.847400, -19.331450, 25.719530], [4.419020, -20.090680, 25.379650], [2.667280, -18.649800, 23.279510], [5.233650, -17.470210, 24.711100], [3.786590, -17.089700, 25.287670], [4.283090, -16.597630, 23.604840], [4.894950, -20.015610, 23.027810], [11.038050, -16.020640, 22.551310], [10.707700, -17.442420, 22.130250], [9.637480, -18.091550, 23.041550], [10.238220, -17.347970, 20.790500], [10.243390, -15.347730, 22.229110], [12.041850, -15.784800, 22.197940], [10.933570, -15.959100, 23.634550], [11.577150, -18.081720, 21.977160], [9.384660, -19.122340, 22.793280], [8.753230, -17.458500, 22.967730], [10.001560, -18.167340, 24.066150], [10.124750, -18.261130, 20.516900], [0.210150, -21.324580, 20.554850], [-0.571420, -21.864840, 19.339000], [-0.665240, -20.828780, 18.170200], [0.046160, -22.979720, 18.933030], [1.282410, -21.245240, 20.375740], [0.092920, -22.069300, 21.342090], [-0.284340, -20.377490, 20.770730], [-1.528510, -22.259130, 19.680480], [0.360720, -20.603680, 17.878900], [-1.332320, -20.015170, 18.455060], [-1.128180, -21.330940, 17.320720], [0.936380, -22.714460, 18.690650], [4.246470, -16.857380, 18.629560], [4.174790, -16.729410, 17.138580], [2.807410, -16.556080, 16.430420], [4.917400, -15.702270, 16.599110], [5.266150, -17.051070, 18.962470], [3.591780, -17.654270, 18.982370], [3.899370, -15.922820, 19.070270], [4.744830, -17.587900, 16.783420], [2.803840, -16.113070, 15.434510], [2.153640, -15.895020, 16.999350], [2.376620, -17.555630, 16.371840], [5.692940, -16.080120, 16.177960]], "forces_ev_per_a": [[0.0601, 1.0864, 0.1720], [1.1580, -0.7813, 0.8553], [-0.8158, -0.9619, -0.2376], [-0.7709, 0.2737, 1.0197], [-0.7613, -3.1638, 0.6057], [0.2032, 1.9878, 1.5561], [-1.7711, -1.2785, -0.1208], [1.2340, 0.4981, 0.5503], [-0.4321, 0.1338, -0.5913], [0.9919, 0.9648, -2.4675], [-1.1458, -0.5385, 1.1020], [-0.3234, 0.0375, -0.2229], [-0.1153, -0.0492, 0.0314], [0.1429, -0.7159, -0.1105], [0.5151, -0.0703, 0.3820], [0.4221, 0.1125, -0.1947], [-0.1602, 0.1699, -0.2619], [0.5953, 0.3235, -0.7610], [-0.0562, 0.0603, 0.0047], [-0.4911, 0.6850, -0.1881], [0.3270, 0.5555, 0.1022], [0.4006, -0.4015, -0.6911], [0.2493, 0.0125, 0.1200], [0.2278, 0.0388, -0.8828], [-0.2567, -0.4710, 0.0441], [0.0007, 0.7911, 0.1488], [-0.0625, 0.0626, -0.5811], [0.4253, 0.4638, 0.2768], [-0.1079, 0.3181, 0.3393], [0.3067, -0.1387, -0.0119], [-0.3445, 1.4878, -0.1410], [0.6205, -0.8785, 0.4151], [-0.8309, -1.2530, 0.0673], [-0.7563, 0.0567, 0.0189], [0.7990, 0.2378, -1.6933], [0.5424, -0.1444, 0.3352], [-2.2599, -0.5923, 0.1456], [1.5301, 2.0375, 1.1673], [-0.3866, 0.1586, -0.6968], [2.9365, -1.9082, 0.8940], [-0.7587, 0.8779, -1.2839], [0.3454, -0.8406, 0.7550], [0.5511, 0.5667, -0.0593], [-0.3355, -0.3746, 0.1725], [0.1798, -0.1846, 0.0184], [0.3103, 0.6147, -0.4226], [-0.5049, 0.6328, 0.6324], [-0.5851, 0.3036, -0.2980], [0.9170, 0.3475, -0.0299], [-0.2960, -0.4505, 0.2098], [-0.7464, -0.1775, 0.4560], [0.0181, -0.5576, 0.6172], [0.7319, 0.1835, -0.1975], [-0.3865, -0.2176, -0.4115], [0.9917, 0.1457, -0.0148], [-0.6570, -1.1130, -0.9405], [-0.2417, -0.2192, 0.0938], [-0.4200, 0.1369, 0.3698], [-0.5004, 0.2902, 0.1138], [-0.4754, 0.8104, -0.2909], [0.1386, -0.5075, 0.6552], [0.1035, 0.3592, -0.4218], [1.3933, -0.7155, -1.4455], [-1.7225, 0.4375, -1.6460], [-0.3618, 0.5974, -0.0844], [-0.0048, 1.1680, 0.3429], [0.7050, -2.4078, -2.1322], [-0.8288, 0.7315, 0.1371], [-0.6990, -0.4080, 1.4848], [3.0852, -0.7950, -0.2925], [-0.6004, 1.2550, 0.0077], [-0.1322, -0.1556, -0.1695], [0.1373, 0.0814, 0.1937], [0.3156, 0.0000, 0.0454], [-0.0731, 0.1392, 0.3409], [-0.3031, -0.2848, -0.4396], [-0.4514, 0.2207, 0.6654], [-0.5936, 0.0778, 0.4154], [0.5597, -0.8312, 0.9315], [-0.0963, -0.2511, 0.1536], [-0.1224, -0.1108, -0.0549], [-0.6519, 0.1219, -0.5477], [-0.2684, 0.0918, 1.0265], [0.1141, 0.5042, -0.0179], [0.2576, 0.4296, 0.6503], [0.3476, -0.1780, 0.2724], [0.1294, 0.1114, -0.4013], [0.0718, -0.3346, -0.0221], [-0.0515, 0.1175, 0.1948], [-0.4278, 0.5625, 0.1750], [-0.9382, -0.8619, -0.2537], [-0.3885, -0.7739, 1.4398], [0.4956, -0.4661, -1.3781], [0.8334, 0.3273, 0.0010], [0.4965, 1.4842, 1.1841], [1.2962, -1.6479, -0.4370], [-1.7806, 0.4971, 1.0437], [0.7896, 1.3064, -0.6630], [2.1536, -0.2291, -0.8507], [-0.6889, -0.9152, 2.2114], [-0.5282, -0.2438, 0.7360], [-0.6158, 0.0350, -0.3914], [-0.0875, 0.4227, 0.2917], [0.2647, 0.7892, 0.3455], [0.2356, -0.2391, -0.2294], [0.4706, 0.2016, 0.1970], [-0.4080, 0.0655, -0.2566], [-0.0788, 0.2751, -0.2702], [-0.0373, -0.0129, -1.1069], [-0.5304, 0.5028, 0.4143], [0.4237, 0.5030, -0.5912], [0.4276, -0.3400, -0.0101], [-0.6039, 0.1986, -1.0565], [-0.0777, -0.0906, -0.7299], [0.0375, -0.9642, 0.7537], [-0.0837, -0.5092, -0.0551], [-0.4694, 0.3116, -0.4327], [-0.2695, -0.2659, 0.2534], [-0.7368, 0.0097, 0.6774], [0.4210, 0.6302, -0.8587], [0.3488, -0.1574, 0.5524], [-0.5857, 1.4533, -1.9219], [-0.3798, -0.3589, -0.1108], [-0.2385, -1.3487, 0.4584], [-0.2333, -0.0647, 0.0268], [0.1447, -0.1419, 0.4049], [0.6530, 0.3180, -0.2581], [0.2812, -0.5980, -0.0708], [0.0897, -0.0140, 0.4023], [0.1042, 0.5052, 0.5617], [-0.1083, 0.3435, -0.1101], [-0.0591, 0.0529, 0.0762], [-0.4146, -0.4876, -0.0110], [-1.2917, 1.3445, 0.5535], [-1.6558, -2.0530, 0.8247], [2.7472, 1.1886, 0.0493], [0.3847, 0.3365, -0.4298], [0.2680, 0.3072, -0.2735], [-0.1427, -0.4396, -0.2934], [-0.1434, -0.1002, -0.4567], [0.1569, -0.2418, 0.1385], [0.4794, 0.4173, 0.3081], [-0.4814, -0.2423, -0.5493], [0.0982, -0.0137, 0.1216], [-0.2247, 0.3989, -0.2927], [1.0943, -0.9989, 1.8931], [-0.1447, 0.6760, 1.0166], [0.7969, -0.7177, -1.6230], [-0.4001, 0.1740, -0.4718], [0.0244, -0.1289, 0.1276], [0.3459, 0.6149, 0.0432], [-0.1000, 0.5648, 0.0775], [0.3732, -0.9839, -0.5536], [-0.9984, 0.4241, -0.3316], [-0.5356, -0.0045, 0.0047], [-0.2377, -0.0201, 0.1019], [-0.2606, -0.7629, 0.6892], [-0.5751, -0.3882, -0.2576], [0.7121, 0.2474, -0.2247], [-0.6506, -0.0053, -0.4448], [0.2780, 0.0376, -0.6301], [-0.2779, 0.5448, 0.1130], [0.6868, 0.0139, 0.1763], [0.4749, 0.0416, 1.1109], [-0.0385, 0.0492, -0.4978], [-0.1334, -0.1440, 0.2530], [-0.0529, 0.3661, 0.1296], [-0.1763, -0.0037, -0.4197], [-1.3432, -0.0751, -0.4231], [-0.3642, 2.2537, 0.7310], [-0.6904, -1.4767, 0.8920], [1.7245, -2.9723, -1.5587], [-0.0435, 0.3861, -0.3074], [-0.0952, 0.2997, 0.2855], [0.5501, 0.1679, 0.7048], [-0.4873, 0.7427, -0.0226], [-0.1057, 0.6889, 0.0853], [0.5706, 0.4314, -0.1254], [-0.0298, -0.0446, -0.0405], [0.3469, -0.3941, -0.2079], [-0.7303, 0.7615, 0.4120], [-0.1952, -1.1566, -1.8735], [-0.3850, -1.0586, 1.2062], [2.0203, 2.4191, -0.0973], [-0.0406, 0.0102, -0.0704], [0.0375, -0.0898, 0.0006], [0.0314, 0.0562, 0.2766], [-0.9109, -0.9911, -0.2763], [0.7883, -0.2624, 0.0336], [-0.0887, -0.1509, 0.3271], [-0.5709, 0.0944, -0.0380], [0.0400, 0.3516, 0.1200]], "mulliken_charge": [-2.417, 1.887, -1.878, -0.935, -0.710, -1.022, 1.074, -1.572, -1.819, 0.311, -0.487, 0.453, 0.575, 0.475, 0.330, 0.464, 0.365, 0.371, 0.369, 0.281, 0.411, 0.393, 0.381, 0.439, 0.290, 0.386, 0.423, 0.409, 0.406, 0.344, -2.051, 1.662, -1.610, -1.275, -0.585, -1.342, 1.849, -1.986, -1.790, 0.045, -0.446, 0.441, 0.429, 0.461, 0.323, 0.394, 0.395, 0.460, 0.415, 0.330, 0.339, 0.405, 0.376, 0.458, 0.466, 0.332, 0.391, 0.353, 0.385, 0.377, -1.719, 1.275, -1.635, -1.053, -0.780, -1.252, 1.245, -1.840, -1.627, 0.411, -0.389, 0.482, 0.326, 0.338, 0.394, 0.343, 0.392, 0.405, 0.407, 0.407, 0.254, 0.460, 0.479, 0.483, 0.364, 0.375, 0.368, 0.411, 0.359, 0.316, -1.895, 1.628, -1.885, -1.246, -0.719, -1.333, 1.627, -1.960, -1.733, 0.497, -0.469, 0.447, 0.374, 0.289, 0.373, 0.397, 0.451, 0.347, 0.458, 0.429, 0.359, 0.522, 0.362, 0.407, 0.389, 0.409, 0.335, 0.321, 0.435, 0.385, -1.417, 0.738, -1.359, -0.577, 0.394, 0.350, 0.399, 0.140, 0.340, 0.368, 0.329, 0.294, -1.294, 0.670, -1.525, -0.524, 0.302, 0.325, 0.359, 0.213, 0.397, 0.394, 0.385, 0.297, -1.469, 0.821, -1.360, -0.500, 0.394, 0.313, 0.400, 0.131, 0.303, 0.341, 0.346, 0.276, -1.225, 0.473, -1.261, -0.553, 0.347, 0.300, 0.332, 0.291, 0.390, 0.308, 0.317, 0.282, -0.864, 0.200, -1.094, -0.522, 0.266, 0.253, 0.226, 0.316, 0.203, 0.356, 0.343, 0.324, -1.185, 0.623, -1.179, -0.557, 0.281, 0.281, 0.331, 0.167, 0.332, 0.298, 0.279, 0.334], "multiplicity": 1, "de_lowest_kcal_mol": 215.2, "orbital_gap_ev": 7.942, "energy_ev": -84431.751, "total_charge": 0, "smiles": "CC1(C)CCCC(C)(C)N1O.CC1(C)CCCC(C)(C)N1O.CC1(C)CCCC(C)(C)N1O.CC1(C)CCCC(C)(C)N1O.CC(C)O.CC(C)O.CC(C)O.CC(C)O.CC(C)O.CC(C)O"}